{
  "formula": "C5H13AuO3",
  "method": "the ωB97M-V functional and the def2-TZVPD basis",
  "largest_force_ev_per_a": 6.885,
  "total_energy_ha": -559.1411,
  "homo_lumo_gap_ev": [7.46, 6.73],
  "spin_multiplicity": 4,
  "s_squared": 3.759,
  "total_charge": 1,
  "mol_weight_g_mol": 318.12,
  "symbols": ["C", "C", "O", "H", "C", "H", "H", "H", "C", "H", "H", "H", "C", "Au", "O", "H", "H", "H", "O", "H", "H", "H"],
  "xyz": [[-1.002, -1.331, 0.152], [-1.771, 1.601, -0.207], [1.500, 1.969, -0.092], [-1.320, 1.991, 0.724], [-2.077, -0.513, 0.840], [1.070, -1.300, -1.540], [1.323, -2.414, -0.167], [1.912, 1.607, -0.976], [2.624, -0.650, -0.117], [-2.910, -1.185, 1.087], [-2.373, 2.395, -0.665], [-0.943, -2.328, 0.623], [1.342, -1.354, -0.472], [1.350, 0.605, 1.248], [0.259, -0.707, 0.261], [3.237, -0.003, -0.760], [3.363, -1.394, 0.219], [0.944, 2.745, -0.201], [-2.629, 0.520, 0.062], [-1.673, -0.107, 1.788], [-0.959, 1.323, -0.898], [-1.267, -1.471, -0.911]]
}